[1]
Below is C5H7NO in the gas phase, with properties calculated with ωB97M-V/def2-TZVPD.

XYZ file:
```
14
Properties=species:S:1:pos:R:3
O 0.41593 1.44211 0.10560
N -2.66285 -0.42182 0.04019
C -1.30375 0.00938 0.01625
C 0.93766 0.18320 0.00757
C -0.06757 -0.72609 -0.07379
C -0.94088 1.31133 0.08590
C 2.42459 -0.01632 0.00952
H 2.69738 -0.74138 -0.76901
H -1.55846 2.19778 0.03260
H 2.77816 -0.42536 0.96614
H 0.06260 -1.79433 -0.19372
H -2.91750 -0.86415 -0.83427
H 2.96530 0.91513 -0.18840
H -2.83062 -1.06949 0.79542
```

Gap between HOMO and LUMO   0.34485 Eh
SMILES string   Cc1cc(N)co1
Electronic energy   -8835.3409 eV
HOMO energy   -8.374 eV



[2]
Below is a molecular structure, C35H31Co2N2O8 in a non-equilibrium geometry, with properties calculated with ωB97M-V/def2-TZVPD.

XYZ file:
```
78
Properties=species:S:1:pos:R:3
Co 2.47878 -2.01086 -0.49203
Co 0.06155 -2.59803 -0.06489
O -2.45299 -3.95330 0.44268
O -5.94898 -0.93250 4.95660
O 5.01875 -3.24934 0.16067
O 3.45648 0.70831 -0.11561
O -4.71569 -6.12234 4.80454
O 0.05527 0.28745 -0.52655
O 3.01121 -2.56868 -3.29549
O -0.09693 -3.58182 -2.80848
N -1.69044 -1.80988 2.82798
N -6.46277 0.07072 1.57498
C 1.08251 -0.66652 3.15386
C -3.91046 -2.71506 3.48507
C -8.69062 1.04102 1.04142
C -2.47810 -2.85551 3.33195
C -6.78832 -0.03579 3.00038
C 2.69306 -2.33962 -2.20834
C -1.46100 -3.39219 0.22406
C -4.64861 -3.76874 4.07810
C -9.39081 2.28781 1.54306
C -2.42741 -0.92356 2.11215
C -7.15876 1.25156 1.01570
C 2.74291 1.56566 3.74516
C -3.81892 -0.72561 2.23533
C 3.08018 -0.37129 -0.30685
C -8.43640 -1.43137 1.07555
C -4.57204 -1.53157 3.05056
C 0.10278 -3.18916 -1.74069
C -2.63519 -5.08711 4.32936
C 0.23764 -0.85989 -0.43621
C -9.02936 -0.21939 1.85666
C -1.89616 -4.06150 3.77325
C 0.04430 -1.87202 2.87566
C -6.95710 -1.17730 0.84291
C 1.36777 1.60679 3.96660
C -5.98946 -1.22543 3.57727
C -6.17235 -6.17642 4.89317
C 0.55446 0.52058 3.64236
C 1.50063 -2.99271 0.95413
C -10.19739 2.37701 2.60710
C 4.02536 -2.73302 -0.12760
C 3.27830 0.42171 3.16018
C 0.49516 -2.44049 1.66506
C 2.48741 -0.71456 2.92056
C -4.04793 -4.99958 4.41838
C -8.31690 -0.17758 3.22223
H -8.93816 -1.54535 0.10375
H 0.21644 -2.50120 3.81243
H 0.92462 2.48359 4.44659
H -10.10723 -0.32826 1.97344
H 3.39065 2.37090 4.08719
H -1.89065 -0.24023 1.45708
H -6.63870 -5.93246 3.92857
H -6.64429 -2.10046 3.38631
H -8.56990 -2.36055 1.64812
H -6.83976 2.14023 1.58271
H -6.38014 -7.21872 5.15583
H -8.53175 -1.10967 3.76948
H -10.50778 1.50551 3.19383
H -5.47905 -1.62001 5.45873
H 3.02006 -1.60387 2.53761
H -6.54136 -5.50399 5.68234
H -9.19192 3.18168 0.92758
H -0.82223 -4.21666 3.71571
H -5.73096 -3.67066 4.21195
H -8.67293 0.66827 3.81635
H -10.60604 3.35007 2.89797
H -8.98027 0.87077 -0.01196
H -2.16351 -6.01315 4.65031
H 4.34852 0.41004 2.96296
H -6.44232 0.89848 3.47671
H -6.82402 1.36880 -0.02313
H 2.04129 -3.93115 1.16565
H -4.32593 0.07764 1.70799
H -0.53014 0.59839 3.78923
H -6.75379 -0.99842 -0.22203
H -6.33905 -2.02688 1.15923
```

Gap between HOMO and LUMO   0.11687 Eh
Charge   -1
Electronic energy   -131404.9131 eV
HOMO energy   -1.630 eV



[3]
Below is a molecular structure, C37H31Cl2IN3O4PSW, with properties calculated with ωB97M-V/def2-TZVPD.

XYZ file:
```
81
Properties=species:S:1:pos:R:3
W 0.87848 1.20407 0.35861
I 0.77862 2.76055 -2.04367
Cl 2.60300 1.10895 2.27945
Cl 5.91181 0.60752 -1.88696
S 2.98194 1.03922 -0.73725
P 0.14971 -0.68235 -1.19180
O -1.01605 1.66972 0.21145
O -3.05190 2.73125 3.11686
O -2.53467 3.26237 -0.19599
O -2.80337 -0.67029 5.67937
N -3.74273 0.71161 4.18009
N 0.06233 -0.03719 2.01513
N 0.64183 3.20124 1.49191
C 0.00262 -2.16522 3.10210
C -0.97722 0.35949 2.76995
C -2.10544 -1.40400 0.22916
C -1.09310 2.22968 -2.84850
C -2.23067 -1.61239 -4.25993
C -2.74745 -0.12422 4.60010
C -0.67996 -3.25671 -0.34589
C 5.29058 0.82899 2.58811
C -0.84524 -0.33431 -2.70119
C 2.05423 -1.29850 -3.10541
C -3.81108 1.53390 3.00862
C -3.32174 1.90004 -4.43274
C 4.36698 0.87504 0.32104
C -2.97912 3.15094 -4.02951
C -2.93659 -0.49204 -4.56982
C -0.93456 -1.88631 -0.35745
C 6.55715 0.65868 2.04834
C -1.56785 -4.12532 0.27342
C -1.81478 3.31492 -3.26236
C -1.59084 -0.47480 3.68802
C 3.60122 -2.87464 -1.42680
C -1.08140 -1.76030 3.85846
C 2.39598 -2.36077 -0.97503
C 1.60902 -1.57038 -1.81184
C -2.71834 -3.63757 0.87559
C 4.24498 0.92532 1.69572
C 0.53372 -1.28189 2.18899
C 6.73962 0.58843 0.67362
C -1.22008 -1.52195 -3.29534
C -1.46521 0.88409 -3.14077
C 5.65974 0.69664 -0.18728
C -1.51785 2.92903 0.31796
C 4.03908 -2.59703 -2.71407
C 3.26230 -1.81195 -3.55228
C -2.98962 -2.27583 0.84272
C -2.57702 0.76465 -4.03045
C -0.66692 3.82909 1.20196
H -4.16943 1.74471 -5.08786
H -3.41809 1.00848 2.13855
H 1.46476 -0.67924 -3.76809
H -1.53921 -2.40975 4.59259
H 5.12842 0.87864 3.65553
H 7.72821 0.45089 0.25815
H 3.59477 -1.59818 -4.55943
H -3.47690 3.31166 3.75976
H -0.75244 -2.44526 -2.97690
H -1.31257 1.37587 2.63210
H -2.47214 -2.56981 -4.69972
H 4.19471 -3.50064 -0.77329
H 0.19895 -3.66206 -0.82797
H 4.98065 -2.99800 -3.06490
H -4.85866 1.76453 2.82242
H -3.77177 -0.53470 -5.25735
H 0.42586 -3.15431 3.20355
H 2.06902 -2.60559 0.02656
H -1.36212 -5.18767 0.27378
H 1.37561 -1.55731 1.57076
H -3.90147 -1.89412 1.28514
H -1.49056 4.31597 -3.01194
H -1.22947 3.97443 2.12057
H -3.41092 -4.31833 1.35270
H -3.55214 4.01700 -4.32824
H -0.55042 4.79562 0.71764
H -2.33537 -0.34471 0.18775
H 7.41147 0.57598 2.70557
H 0.76881 3.12152 2.49528
H 1.39052 3.80705 1.17067
H -4.47224 0.80789 4.87219
```

Gap between HOMO and LUMO (spin up / spin down)   0.24175 / 0.23672 Eh
Charge   +2
Electronic energy   -106616.4136 eV
HOMO energy (spin up / spin down)   -13.318 / -13.308 eV



[4]
Below is 6 unconnected molecules or ions with the total composition C10H32O6 in a non-equilibrium geometry, with properties calculated with ωB97M-V/def2-TZVPD.

XYZ file:
```
48
Properties=species:S:1:pos:R:3
O -1.67269 40.49225 20.01770
O 1.60687 40.62623 15.25341
O 3.40828 43.58771 18.55656
O 3.00053 39.36761 13.19160
O -0.68291 39.55081 13.70633
O 4.24209 44.15090 14.69850
C -1.15458 38.82816 18.44488
C 0.22718 40.90469 18.65100
C 2.03510 41.95452 15.65765
C -1.36863 38.79748 14.69399
C 3.15150 45.86512 15.72393
C 3.53723 43.66594 20.00043
C 4.26634 45.55575 14.69472
C -0.57768 39.84969 19.36784
C 4.25098 40.04009 13.28697
C 3.74187 45.99317 13.28445
H -0.08661 40.17836 14.12131
H 3.87337 43.96162 15.56441
H 2.82515 45.53544 12.91269
H -2.36099 40.56790 19.35278
H 2.94882 46.93598 15.70721
H 2.20053 45.39384 15.47561
H 3.30500 45.51878 16.74598
H 4.18055 43.11397 18.23912
H -1.86830 39.23959 17.73115
H -1.92794 39.39621 15.41288
H 4.46714 40.46963 14.26517
H 2.28395 42.62945 14.83871
H -0.54515 38.30382 15.20999
H 1.25803 42.41117 16.27061
H 0.01502 39.33087 20.12125
H 4.06961 40.76759 12.49580
H 2.02327 40.33102 14.44036
H 0.76509 41.60879 19.28583
H -1.61185 38.03778 19.04011
H -2.03104 37.97916 14.41174
H 5.20713 46.03764 14.96084
H 2.91290 41.72024 16.25987
H 3.71187 44.71513 20.23874
H 5.06981 39.39239 12.97377
H 2.95630 38.87827 12.36686
H 4.49459 45.69097 12.55631
H 2.65945 43.31394 20.54235
H 4.40000 43.15797 20.43138
H -0.27278 38.44878 17.92855
H 0.91865 40.36938 18.00030
H 3.82031 47.07300 13.15837
H -0.48723 41.39995 17.99341
```

Gap between HOMO and LUMO (spin up / spin down)   0.36368 / 0.10812 Eh
Charge   +1
Electronic energy   -23160.9176 eV
HOMO energy (spin up / spin down)   -12.693 / -12.644 eV
⟨S²⟩   0.756
Multiplicity   2



Question: electronic energy of number 3 (C37H31Cl2IN3O4PSW)?
Answer: -106616.4136 eV



Question: What is the electronic energy in the third record?
Answer: -106616.4136 eV



Question: Look up the electronic energy of the third one.
Answer: -106616.4136 eV



Question: What is the formula in the fourth record?
Answer: C10H32O6